{"formula": "H4N2S2", "method": "ωB97M-V with the def2-TZVPD basis set", "symbols": ["N", "N", "S", "S", "H", "H", "H", "H"], "coordinates": [[-2.186821, 1.407561, 0.421875], [2.155856, 1.226815, -0.638099], [-1.388795, 0.338638, -0.555481], [1.503976, 0.310131, 0.533348], [-2.303252, 2.250928, 0.008461], [-1.709239, 1.446068, 1.387637], [2.077028, 2.246635, -0.372201], [2.485010, 0.930255, -1.510164]], "atomic_forces_ev_per_a": [[2.0338, -2.9399, 3.4065], [-0.6755, 3.0348, 2.5776], [0.1333, -0.5839, -0.0869], [-0.4484, -0.7805, -0.2230], [-0.4993, 3.2827, -1.1658], [-1.5046, 0.1119, -1.9362], [0.5603, -1.7049, -1.4115], [0.4003, -0.4202, -1.1607]], "e_homo_ev": [-8.43, -7.84], "homo_lumo_gap_ev": [7.929, 7.062], "multiplicity": 1, "de_lowest_kcal_mol": 38.63}